# 1
{
  "formula": "C17H48O7",
  "method": "wB97M-V/def2-TZVPD",
  "e_homo_ev": -9.6,
  "homo_lumo_gap_ev": 10.275,
  "spin_multiplicity": 1,
  "charge": 0,
  "total_energy_ev": -32738.90028,
  "fmax_ha_per_bohr": 0.032,
  "de_lowest_kcal_mol": 7.0,
  "species": ["C", "C", "O", "H", "H", "H", "H", "H", "H", "C", "C", "O", "H", "H", "H", "H", "H", "H", "C", "C", "O", "H", "H", "H", "H", "H", "H", "C", "C", "O", "H", "H", "H", "H", "H", "H", "C", "C", "C", "O", "H", "H", "H", "H", "H", "H", "H", "H", "C", "C", "C", "O", "H", "H", "H", "H", "H", "H", "H", "H", "C", "C", "C", "O", "H", "H", "H", "H", "H", "H", "H", "H"],
  "coordinates": [[0.28349, -3.76275, -0.14657], [0.25084, -4.87250, -1.16228], [0.09999, -6.09882, -0.46427], [0.17261, -2.73977, -0.49629], [1.15264, -3.88544, 0.50675], [-0.53102, -3.90982, 0.58006], [1.18404, -4.85933, -1.74181], [-0.56046, -4.73404, -1.88591], [-0.31877, -6.74322, -1.03969], [0.28824, 0.17980, 0.78610], [1.57663, -0.31384, 1.39768], [2.70470, 0.39867, 0.89651], [0.40436, 0.20327, -0.30670], [-0.05174, 1.16995, 1.08849], [-0.52674, -0.53655, 0.89681], [1.65556, -1.38418, 1.18159], [1.55835, -0.23400, 2.48860], [3.09636, 0.90273, 1.61930], [3.06197, 4.01842, 2.70488], [2.67875, 2.69692, 3.35678], [3.71248, 1.69629, 3.22508], [3.95784, 3.79985, 2.11750], [3.42184, 4.73510, 3.44704], [2.28094, 4.40994, 2.06357], [1.80585, 2.28466, 2.84815], [2.40898, 2.78193, 4.41083], [4.37613, 1.87354, 3.89632], [3.33517, -2.25343, -1.91265], [3.83089, -0.80588, -1.95909], [2.73290, 0.09291, -1.91480], [4.16912, -2.95146, -1.81469], [2.79720, -2.46876, -2.83550], [2.66813, -2.36449, -1.05834], [4.37953, -0.63556, -2.89030], [4.52807, -0.59743, -1.14268], [2.62259, 0.34409, -0.98693], [-2.39076, -1.56089, -2.30477], [-2.96312, -0.17601, -2.06445], [-4.46397, -0.12241, -2.25585], [-2.55220, 0.28755, -0.78761], [-2.80005, -2.31418, -1.62730], [-1.30381, -1.55032, -2.23102], [-2.66007, -1.86938, -3.31742], [-2.54241, 0.46404, -2.85592], [-4.71926, -0.21833, -3.31227], [-4.87137, 0.84028, -1.93221], [-4.98411, -0.90330, -1.69464], [-2.71384, 1.23422, -0.72660], [2.89806, 3.49482, -0.82765], [1.57987, 3.87338, -1.45805], [0.80197, 2.70918, -2.00162], [0.76022, 4.60373, -0.51672], [2.76963, 2.62229, -0.18108], [3.29875, 4.31809, -0.23514], [3.66452, 3.24661, -1.56506], [1.77126, 4.57312, -2.28428], [0.46423, 2.02815, -1.21861], [1.45448, 2.11885, -2.64829], [-0.04111, 3.06768, -2.59161], [1.02540, 5.52657, -0.56566], [-5.11553, 0.03416, 2.59037], [-4.00895, -0.98244, 2.50249], [-4.38665, -2.16125, 1.63317], [-2.79883, -0.38065, 2.04132], [-5.55603, 0.20389, 1.60307], [-4.74953, 0.95375, 3.03900], [-5.92847, -0.35089, 3.21550], [-3.78808, -1.35281, 3.50764], [-4.29853, -1.90939, 0.57352], [-5.42128, -2.47122, 1.80643], [-3.74675, -3.01411, 1.85894], [-2.89109, -0.29961, 1.07890]],
  "forces_ev_per_a": [[-0.5543, -0.3205, 1.5249], [0.1041, 0.3806, -0.5807], [-0.0095, -0.1315, 0.0950], [0.3438, -0.0620, -0.3970], [0.2683, 0.2932, -0.3659], [-0.1424, -0.0119, -0.3941], [-0.0406, -0.1441, 0.0399], [-0.0818, 0.0410, 0.1274], [0.0847, 0.0030, -0.0374], [-0.2791, -0.3049, -1.0834], [-0.4288, -0.0351, 0.5146], [-0.1220, -0.1721, -0.1653], [0.1857, 0.1011, 0.1646], [0.1371, -0.0138, 0.2470], [0.0258, 0.0782, 0.5395], [0.3586, 0.0942, -0.1514], [-0.0241, 0.0280, 0.0023], [0.3023, -0.1032, 0.0495], [1.0095, -0.3189, 0.4735], [-0.3040, -0.3198, -0.1297], [-0.3703, 0.3144, 0.1255], [-0.2548, 0.0874, -0.3679], [-0.4140, 0.1969, -0.0452], [-0.0442, 0.1988, 0.0543], [0.0539, -0.0964, 0.0059], [0.0056, 0.1586, -0.0018], [0.1383, -0.1114, -0.0846], [0.3051, 0.4675, 0.0136], [-0.0656, -0.3051, -0.0947], [0.1784, 0.0466, -0.1788], [-0.0316, -0.0344, -0.0112], [-0.1245, -0.1120, 0.0709], [-0.0254, -0.1465, -0.0177], [-0.0911, 0.0693, 0.0006], [-0.0701, -0.0530, 0.0813], [0.0157, 0.0579, 0.1126], [-0.1320, -0.0453, -0.0659], [0.1091, 0.0200, -0.8934], [-0.4592, 0.0838, 0.1990], [-0.0198, -0.1180, 0.2222], [0.0376, 0.1305, 0.1548], [-0.0033, -0.0079, 0.0753], [0.0580, -0.0050, 0.0057], [0.1826, 0.1133, 0.3104], [0.0384, -0.1552, 0.0047], [0.1015, -0.0190, 0.0321], [0.0618, -0.0025, -0.0055], [-0.0005, 0.0380, -0.0140], [0.3454, -0.2852, 0.2339], [-0.0041, 0.9678, -0.2039], [0.1062, -0.2679, -0.2420], [-0.0788, -0.2824, 0.0088], [0.0464, 0.1254, 0.0494], [-0.0915, 0.0458, 0.0163], [-0.1882, -0.1078, -0.1354], [0.0830, -0.1793, -0.0650], [-0.0651, 0.2621, 0.0369], [-0.0466, 0.0149, -0.0286], [-0.1291, -0.0773, 0.0970], [-0.0148, -0.0517, 0.0980], [-0.6261, -0.1159, 0.1050], [0.4207, -0.0036, 0.1827], [-0.1856, -0.4140, 0.0480], [-0.2734, -0.2453, -0.0610], [0.1623, 0.3007, -0.0010], [-0.0281, 0.1359, -0.1250], [0.0567, 0.0395, -0.0018], [0.0573, 0.0929, 0.0047], [0.0407, 0.0328, -0.0037], [0.0526, 0.0326, 0.0529], [0.0740, -0.0139, -0.2107], [0.2731, 0.1411, -0.0169]],
  "lowdin_charge": [-0.10, -0.33, -0.07, 0.05, 0.08, 0.08, 0.11, 0.11, 0.08, -0.09, -0.28, -0.10, 0.06, 0.08, 0.06, 0.10, 0.12, 0.04, -0.07, -0.28, -0.10, 0.07, 0.07, 0.06, 0.10, 0.11, 0.09, -0.08, -0.31, -0.10, 0.07, 0.07, 0.05, 0.11, 0.11, 0.02, -0.05, -0.49, -0.06, -0.06, 0.08, 0.07, 0.09, 0.14, 0.08, 0.08, 0.08, 0.11, -0.05, -0.48, -0.05, -0.06, 0.06, 0.07, 0.09, 0.13, 0.06, 0.08, 0.08, 0.08, -0.06, -0.50, -0.05, -0.07, 0.08, 0.08, 0.08, 0.14, 0.06, 0.08, 0.08, 0.04]
}



# 2
{
  "formula": "C17H49AsCl4F6O18P3",
  "method": "wB97M-V/def2-TZVPD",
  "e_homo_ev": -7.8,
  "homo_lumo_gap_ev": 9.996,
  "spin_multiplicity": 1,
  "charge": -1,
  "total_energy_ev": -210390.88560,
  "fmax_ha_per_bohr": 0.043,
  "de_lowest_kcal_mol": 16.0,
  "species": ["As", "F", "F", "F", "F", "F", "F", "C", "O", "P", "O", "O", "C", "O", "C", "H", "H", "H", "H", "H", "H", "H", "H", "H", "C", "O", "P", "O", "O", "C", "O", "C", "H", "H", "H", "H", "H", "H", "H", "H", "H", "C", "O", "P", "O", "O", "C", "O", "C", "H", "H", "H", "H", "H", "H", "H", "H", "H", "C", "C", "O", "O", "H", "H", "H", "H", "H", "H", "C", "C", "O", "O", "H", "H", "H", "H", "H", "H", "C", "C", "O", "O", "H", "H", "H", "H", "H", "H", "C", "Cl", "Cl", "H", "H", "C", "Cl", "Cl", "H", "H"],
  "coordinates": [[-0.54959, 1.08362, -1.13461], [0.36669, 1.47973, 0.33579], [0.58896, 1.97790, -2.15863], [-1.43941, 0.69043, -2.57374], [-1.65073, 0.20102, -0.08178], [-1.39183, 2.58398, -0.87184], [0.44200, -0.33503, -1.33334], [1.93206, -4.53975, -5.87820], [2.19323, -3.31530, -5.19158], [3.61862, -3.06593, -4.48453], [4.74788, -3.20445, -5.41512], [3.45741, -1.61628, -3.82498], [2.15307, -1.10560, -3.54349], [3.62879, -4.14096, -3.29437], [4.81310, -4.32376, -2.48939], [1.47627, -4.29109, -6.83271], [1.24880, -5.14536, -5.28449], [2.85783, -5.09490, -6.02883], [2.27526, -0.05118, -3.29623], [1.59665, -1.53997, -2.70979], [1.50937, -1.19290, -4.41833], [5.29152, -5.19970, -2.92750], [4.54725, -4.56460, -1.46311], [5.43108, -3.42946, -2.53449], [-1.82969, -2.07083, 5.28738], [-3.12117, -1.54789, 4.89675], [-3.82962, -2.14129, 3.61846], [-3.67130, -3.59966, 3.52750], [-5.31680, -1.59641, 3.77059], [-6.31562, -2.24226, 2.99044], [-3.17966, -1.35701, 2.41235], [-3.56433, 0.01340, 2.21316], [-1.11502, -1.25969, 5.44479], [-1.42408, -2.72733, 4.52392], [-2.03951, -2.46678, 6.28159], [-6.18478, -1.92325, 1.95329], [-7.32733, -2.04800, 3.34653], [-6.25052, -3.33158, 3.07320], [-3.56588, 0.47501, 3.20741], [-4.48216, 0.12577, 1.63937], [-2.76914, 0.56435, 1.70953], [0.83127, 2.11507, 6.49498], [-0.05852, 2.14817, 5.36431], [-0.07015, 3.49852, 4.50408], [-0.50895, 4.75157, 5.17163], [-0.93322, 3.01882, 3.26196], [-1.44514, 3.92487, 2.28521], [1.42946, 3.63980, 3.91069], [1.96382, 2.58963, 3.09896], [0.81747, 3.05737, 7.04492], [1.82948, 2.12749, 6.03996], [0.75133, 1.25071, 7.14083], [-0.61448, 4.26735, 1.66973], [-1.91357, 4.78804, 2.76837], [-2.24015, 3.38969, 1.77363], [2.92683, 2.29674, 3.51674], [2.11533, 2.93996, 2.07802], [1.32581, 1.70892, 3.01014], [2.70266, 4.58910, -3.20558], [1.94726, 5.12382, -1.99173], [0.59609, 4.67786, -2.04286], [2.25517, 5.12932, -4.44551], [2.48692, 3.51952, -3.27116], [3.76566, 4.81238, -3.13286], [1.87205, 6.20963, -1.94585], [2.43716, 4.73787, -1.09077], [0.57229, 3.71149, -2.19438], [1.31544, 5.33250, -4.42296], [4.32808, -0.40011, 0.81085], [3.41536, 0.05969, -0.30439], [3.20911, 1.47862, -0.17689], [5.63069, 0.11896, 0.65833], [4.28198, -1.49116, 0.77501], [3.89393, -0.05126, 1.75369], [2.41394, -0.34565, -0.15825], [3.84219, -0.20234, -1.27454], [2.26291, 1.62687, -0.30979], [5.60739, 1.05546, 0.87160], [-2.63343, -2.68147, -2.90087], [-3.56072, -2.13958, -1.82464], [-2.95090, -2.27031, -0.52375], [-2.51652, -4.09814, -2.80521], [-1.63998, -2.23252, -2.84343], [-3.11039, -2.39993, -3.84592], [-4.47871, -2.72210, -1.69259], [-3.78933, -1.08142, -1.98412], [-2.77112, -1.39392, -0.17327], [-2.81994, -4.34119, -1.92422], [0.67769, -3.07613, 0.56824], [1.18994, -2.27499, 2.09443], [1.98970, -4.03389, -0.07774], [-0.14410, -3.70785, 0.87855], [0.44383, -2.29999, -0.14932], [-4.21821, 2.96151, -1.84046], [-4.99142, 1.37311, -1.79805], [-5.45966, 4.23540, -2.20507], [-3.94756, 3.23905, -0.83308], [-3.46977, 3.01208, -2.61656]],
  "forces_ev_per_a": [[0.4045, 0.4218, 0.6828], [0.0006, -0.1855, -0.8515], [-0.0663, -0.5645, 0.4460], [-0.0944, 0.0860, 0.6581], [0.2224, 0.3613, -0.8081], [-0.3215, -0.5374, -0.2956], [-0.4537, 0.2199, 0.1214], [0.2081, -0.1252, 0.1802], [0.5914, 0.3270, 0.8896], [-0.3433, -0.1847, -0.5337], [-0.0454, 0.1966, 0.6011], [-0.0047, -1.2975, -0.3828], [-0.8941, 0.8993, -0.0071], [-0.5335, 0.6184, 0.0619], [-0.1916, -0.3417, -0.8071], [0.0308, -0.0217, -0.0361], [-0.0440, 0.0542, 0.0190], [-0.0172, -0.0025, -0.1667], [0.1106, -0.0688, -0.0902], [0.7158, -0.5165, -0.0275], [0.1479, 0.0883, -0.0499], [0.5058, 0.2266, 0.1653], [-0.3099, 0.2327, -0.0413], [0.2064, -0.1484, 0.1048], [-0.4293, 0.7097, 0.5095], [-0.1522, 0.7418, 0.0323], [0.6268, -1.0459, 0.3321], [-0.2417, 0.3994, -0.3895], [0.1594, 0.1093, 0.5773], [-0.2612, -0.7573, -0.4671], [-0.3605, 0.0039, -0.8146], [0.9737, 0.7839, 0.8765], [-0.2966, 0.2700, -0.3137], [-0.1064, -0.4495, 0.3292], [0.4908, -0.7490, -0.3063], [-0.3127, -0.1897, 0.0022], [0.2733, 0.7730, 0.1704], [0.4824, 0.0984, -0.2046], [-0.7228, 0.1711, -0.1948], [-0.1524, -0.1969, 0.2635], [0.0185, -0.5814, -0.2389], [1.5438, 1.1913, -1.0718], [-0.5640, 0.0624, 0.2447], [0.1383, 1.1063, -0.4483], [0.5934, -1.4452, -0.5111], [0.0780, -0.5632, 0.9783], [-0.1526, 0.5387, 0.5298], [-0.9793, -0.0366, 0.5899], [0.3142, -0.3434, -0.4697], [-0.5617, -0.1519, 0.2752], [0.1429, -0.3882, 0.3657], [-0.6792, -0.1549, -0.2556], [-0.3134, -0.1531, -0.4181], [0.1897, -0.0369, 0.0909], [0.3765, -0.0507, -0.4307], [-0.0134, 0.0128, 0.0107], [0.0328, 0.1996, 0.1034], [-0.1526, 0.1040, 0.2946], [-0.8607, 0.4029, -0.1759], [-0.3884, -0.8110, -0.2842], [-0.1487, 0.0024, -0.2018], [0.3252, 0.5791, -0.2879], [0.5535, -0.2113, 0.4096], [0.0603, -0.2299, -0.0131], [0.3595, 0.0551, -0.1035], [0.0935, 0.1328, 0.0651], [0.0885, 0.6173, 0.2753], [-0.0726, -0.2182, 0.3730], [-0.9747, 0.4236, -0.3777], [-0.6235, 0.7987, 0.7347], [0.3115, 0.0746, -0.3190], [0.5119, -0.5051, 0.0674], [0.7073, -0.0149, 0.2345], [-0.0321, -0.2190, 0.0886], [0.2587, -0.7583, -0.2077], [-0.0775, 0.0328, -0.0840], [0.2472, 0.1245, 0.0953], [-0.1762, 0.0421, -0.1063], [-0.8997, 0.0293, 0.2367], [0.7525, 0.2965, 1.3019], [-0.0544, -0.2082, -0.1956], [-0.1145, 0.0349, -0.1418], [-0.0939, 0.2011, 0.0887], [0.2889, -0.2986, -0.2274], [-0.1039, 0.0464, -0.8298], [-0.0748, -0.2116, -0.3157], [0.2419, -0.0260, -0.0186], [0.1851, -0.0473, 0.0212], [0.0966, 0.4187, 0.8060], [-0.0344, 0.1214, -0.1644], [0.2450, -0.3457, -0.2686], [-0.1335, -0.0155, -0.4527], [-0.2930, -0.0553, 0.0715], [-1.3481, 0.6925, 0.1931], [0.1976, -0.0011, -0.0449], [0.2141, -0.2216, -0.2244], [0.7219, -0.3287, -0.1256], [0.2371, -0.1189, 0.2337]],
  "lowdin_charge": [0.83, -0.25, -0.25, -0.23, -0.25, -0.24, -0.25, -0.09, -0.24, 0.39, -0.24, -0.20, -0.11, -0.25, -0.09, 0.09, 0.09, 0.08, 0.08, 0.07, 0.09, 0.09, 0.06, 0.09, -0.07, -0.22, 0.34, -0.23, -0.21, -0.10, -0.21, -0.08, 0.08, 0.08, 0.09, 0.09, 0.09, 0.08, 0.09, 0.09, 0.07, -0.09, -0.22, 0.40, -0.25, -0.23, -0.07, -0.22, -0.11, 0.09, 0.08, 0.09, 0.10, 0.09, 0.08, 0.09, 0.08, 0.08, -0.24, -0.24, -0.10, -0.08, 0.11, 0.12, 0.12, 0.11, 0.03, 0.08, -0.26, -0.23, -0.09, -0.05, 0.11, 0.11, 0.08, 0.12, 0.03, 0.08, -0.24, -0.23, -0.09, -0.07, 0.11, 0.12, 0.12, 0.06, 0.03, 0.07, -0.98, 0.49, 0.55, 0.03, -0.01, -0.98, 0.54, 0.45, 0.00, 0.03]
}